Computed, not measured: a structure of composition C8H14Cl3N5O2Sn, with ωB97M-V with the def2-TZVPD basis set.

As for the lowest unoccupied orbital energy: -7.41 eV. As for the orbital gap: 8.55 eV. The spin multiplicity is 1. Its total charge is +2. The energy above the lowest of the compared OMol25 structures with the same formula, charge and spin comes out at 6.10 kcal/mol.

CARTESIAN COORDINATES (ANGSTROEM)
Sn: 0.1825 -3.5145 -0.9716
Cl: 3.6918 -7.8681 1.3670
Cl: 1.5119 -7.2264 3.2009
Cl: 3.9353 -5.5872 3.1693
O: -1.4132 -0.4832 1.4695
O: -0.5501 -2.2884 0.5149
N: -0.5568 3.4178 -0.3159
N: 1.4224 3.0239 0.8202
N: 1.7120 -5.0016 0.4560
N: 1.4129 4.3413 -1.0689
N: -0.6302 -1.3126 -1.9260
C: -0.7696 -0.2982 -0.8538
C: 2.2074 -5.6967 1.2195
C: -1.4374 2.6234 0.5485
C: 2.8268 -6.5758 2.1995
C: -0.9674 -1.0358 0.5025
C: 0.7451 3.6030 -0.1764
C: -1.8333 0.7431 -1.2644
C: -2.4072 1.7550 -0.2528
H: 2.3886 3.2619 0.9707
H: -0.2149 -0.8926 -2.7523
H: -2.6929 0.1874 -1.6487
H: -2.0252 3.3066 1.1631
H: -3.0361 1.2405 0.4704
H: 0.2063 0.1866 -0.7432
H: 0.9262 4.8338 -1.7985
H: -1.5690 -1.5862 -2.2126
H: -1.4276 1.2952 -2.1163
H: -3.0634 2.4194 -0.8213
H: 0.9381 2.6173 1.6025
H: 2.3747 4.5905 -0.9156
H: -1.0273 3.9290 -1.0483
H: -0.8605 1.9915 1.2120

=====

Computed, not measured: the ion C8H14ClN2O with charge -1, with ωB97M-V with the def2-TZVPD basis set.

As for the lowest unoccupied orbital energy (spin up / spin down): 3.51 / 3.51 eV. As for the orbital gap (spin up / spin down): 5.97 / 7.46 eV. The spin multiplicity is 1. Its SMILES is C=C[C@]1(C)N(Cl)CC(C)(C)N1[O-]. Its total charge is -1. The energy above the lowest of the compared OMol25 structures with the same formula, charge and spin comes out at 10.80 kcal/mol.

CARTESIAN COORDINATES (ANGSTROEM)
Cl: 3.2694 -1.1948 0.3239
O: -1.3100 0.8803 1.5861
N: -0.5623 0.4831 0.5861
N: 1.2426 -0.5724 0.6530
C: -1.7262 -0.2824 -1.4013
C: 1.3141 1.5731 1.6495
C: 2.1111 1.0142 -1.6798
C: -0.8958 -0.7275 -0.1943
C: -1.7986 -1.7524 0.6637
C: 0.4797 -1.2696 -0.4106
C: 0.8638 0.7592 0.4893
C: 1.2337 1.4551 -0.7673
H: 2.4230 1.5543 -2.6296
H: 1.3290 0.9453 2.4386
H: -2.7621 -1.8382 0.1026
H: -2.0650 0.7268 -1.1319
H: -2.0384 -1.2289 1.6342
H: -1.1991 -0.4608 -2.3607
H: 0.5660 2.4232 1.7406
H: -1.0830 -2.5318 1.0031
H: -2.6575 -0.9052 -1.5893
H: 2.2602 2.1713 1.3779
H: 2.5701 0.0970 -1.4517
H: 1.0301 -1.0594 -1.3485
H: 0.6250 2.3065 -0.9601
H: 0.4646 -2.2779 -0.1662

=====

Computed, not measured: a structure of composition C8H14ClO9PbS, with ωB97M-V with the def2-TZVPD basis set.

As for the lowest unoccupied orbital energy: 2.54 eV. As for the orbital gap: 8.32 eV. The spin multiplicity is 1. Its total charge is -1. The energy above the lowest of the compared OMol25 structures with the same formula, charge and spin comes out at 0.00 kcal/mol.

CARTESIAN COORDINATES (ANGSTROEM)
Pb: 1.0200 0.8796 -0.5924
Cl: 1.7320 -0.5798 2.3208
S: -0.4112 -2.2641 -0.2114
O: 2.8807 -0.1837 1.5203
O: 0.8190 -1.6279 -0.8529
O: 0.5262 0.0227 1.6851
O: 1.5766 -2.0131 2.3026
O: -2.3284 3.4557 -0.0049
O: -3.2103 0.9001 -0.7623
O: -0.2296 2.6862 -0.1506
O: -1.0779 0.3199 -1.0030
O: 1.8434 -0.0903 3.6613
C: -2.0292 1.1603 -0.6934
C: -0.5379 -4.3776 1.5416
C: 0.1692 -3.9018 0.2776
C: -0.9510 -2.5880 -2.9283
C: -1.5234 2.5798 -0.2286
C: -0.0127 -3.7458 -3.2574
C: -1.5778 -2.6690 -1.5476
C: -2.0398 -4.5901 1.3592
H: -2.5607 -3.6428 1.1989
H: 0.2909 -3.7124 -4.3053
H: -2.4790 -5.0608 2.2397
H: 0.8911 -3.6969 -2.6472
H: 0.0537 -4.6010 -0.5528
H: -0.0715 -5.3121 1.8623
H: -1.9731 -3.6646 -1.3298
H: -1.7660 -2.5397 -3.6541
H: -0.4095 -1.6465 -2.9980
H: -2.3719 -1.9293 -1.4426
H: -0.4954 -4.7127 -3.0827
H: -0.3568 -3.6453 2.3310
H: -2.2467 -5.2367 0.5006
H: 1.2279 -3.7226 0.4617

=====

Computed, not measured: an isolated molecule of C8H14N2O, with ωB97M-V with the def2-TZVPD basis set.

As for the lowest unoccupied orbital energy: 0.36 eV. As for the orbital gap: 9.35 eV. The spin multiplicity is 1. Its SMILES is [H]/N=N/C1C(C)(C)C(=O)C1(C)C. The energy above the lowest of the compared OMol25 structures with the same formula, charge and spin comes out at 86.54 kcal/mol.

CARTESIAN COORDINATES (ANGSTROEM)
O: -1.6720 -0.2134 -1.8510
N: 1.1382 1.8496 1.8510
N: 0.1419 1.0973 1.6840
C: -2.0697 -0.7380 1.2055
C: -0.3173 -2.3409 0.3079
C: -0.8166 -0.2154 -1.0265
C: 1.5587 0.0205 -1.6524
C: 0.4428 0.0181 0.8814
C: 0.4700 2.0925 -0.9637
C: -0.7364 -0.8151 0.3775
C: 0.4733 0.6448 -0.8983
H: -0.5185 -2.7738 1.3209
H: 1.3786 0.1527 -2.6465
H: -0.5767 2.4848 -0.9004
H: 1.8143 -1.0155 -1.3346
H: -2.1099 -1.7431 1.6548
H: 0.7080 -2.4440 -0.0611
H: 0.8808 2.5675 -0.1480
H: 0.9363 2.2613 -1.9444
H: 1.3487 -0.5230 1.1044
H: 1.0210 2.6621 2.4283
H: -2.0045 -0.0101 1.9917
H: -1.0095 -3.0478 -0.3416
H: 2.4454 0.5871 -1.5598
H: -2.9269 -0.5585 0.5209

=====

Computed, not measured: a cluster of 2 separate species, C8H14N2O in total, with ωB97M-V with the def2-TZVPD basis set.

As for the lowest unoccupied orbital energy: -10.10 eV. As for the orbital gap: 9.01 eV. The spin multiplicity is 1. Its total charge is +2. The energy above the lowest of the compared OMol25 structures with the same formula, charge and spin comes out at 99.81 kcal/mol.

CARTESIAN COORDINATES (ANGSTROEM)
O: 0.4795 -1.1245 -1.3423
N: -1.2006 -0.7417 0.3000
N: 1.3037 0.6389 0.1975
C: 2.4146 0.2993 -0.3060
C: 3.3938 -0.5690 -0.8634
C: -2.5572 -0.8699 -0.3717
C: -0.1373 -0.8047 -0.4409
C: -3.2682 0.4731 -0.4056
C: -1.1877 -0.7304 1.8026
C: 0.7796 1.4236 0.9679
C: 3.4839 0.9147 -1.1654
H: -2.7604 1.1728 -1.2042
H: 3.2807 -1.1861 -1.7208
H: -2.1867 -1.0709 2.1693
H: -0.2067 1.7705 0.5451
H: -3.4657 0.8900 0.6121
H: -0.8703 0.1769 2.3112
H: 3.1980 1.0993 -2.1396
H: -3.1807 -1.6644 0.1418
H: -4.2531 0.2941 -0.7686
H: -2.4457 -1.2494 -1.4945
H: 1.3733 1.8140 1.8192
H: 4.2580 1.4732 -0.7431
H: -0.3385 -1.3898 2.1487
H: 4.0939 -1.0396 -0.0494

=====

Computed, not measured: a cluster of 2 separate species, C8H14N2O2 in total, with ωB97M-V with the def2-TZVPD basis set.

As for the lowest unoccupied orbital energy: 0.71 eV. As for the orbital gap: 9.46 eV. The spin multiplicity is 1. Its SMILES is C=C1N=C(C)[C@@H](C)C(=O)N1C.O. The energy above the lowest of the compared OMol25 structures with the same formula, charge and spin comes out at 31.46 kcal/mol.

CARTESIAN COORDINATES (ANGSTROEM)
O: -2.2375 2.0067 -0.1453
O: 1.5256 -2.9582 0.9192
N: 0.8285 -0.5244 -0.6046
N: -0.0271 1.6537 -0.4418
C: -1.3144 1.2394 -0.2602
C: -1.1692 -0.3493 1.5914
C: -1.4046 -0.1983 0.1145
C: -0.3368 -0.9789 -0.4653
C: 1.0710 0.7864 -0.2516
C: 2.1519 1.1769 0.3559
C: 0.2001 2.9971 -1.0745
C: -0.7035 -2.3548 -1.0152
H: -1.2505 -1.3694 1.8456
H: 2.1278 2.2388 0.5584
H: -0.2064 0.2131 1.7412
H: -0.2491 -2.6460 -1.9538
H: 1.4117 -2.4251 0.1961
H: 0.2489 2.7877 -2.0859
H: 1.1770 3.2301 -0.6111
H: 2.4599 -2.9866 1.3628
H: -1.8096 -2.3391 -1.0883
H: -0.4604 -3.1026 -0.3084
H: -1.8607 0.2264 2.0968
H: -0.7416 3.6204 -0.8727
H: -2.4484 -0.5703 -0.2783
H: 3.0174 0.6264 0.6754

=====

Computed, not measured: a cluster of 2 separate species, C8H14N2O4 in total, with ωB97M-V with the def2-TZVPD basis set.

As for the lowest unoccupied orbital energy: 0.51 eV. As for the orbital gap: 8.78 eV. The spin multiplicity is 1. Its SMILES is NC(=O)C(O)=C1CCC1.C/C=[N+](\[O-])O. The energy above the lowest of the compared OMol25 structures with the same formula, charge and spin comes out at 152.30 kcal/mol.

CARTESIAN COORDINATES (ANGSTROEM)
O: 1.3498 -1.4344 1.1959
O: 3.3054 -0.5944 0.5574
O: 0.0543 1.6482 -1.6226
O: 2.0567 2.4345 -0.1172
N: 1.3702 1.4803 1.7393
N: 2.2142 -0.9379 0.1878
C: 1.7919 -0.8494 -1.0330
C: 0.0873 1.2422 -0.2978
C: 2.6684 -0.2242 -2.0976
C: -2.1365 0.1334 -0.5357
C: -2.7379 -0.3144 0.8486
C: -1.5258 0.2335 1.6173
C: -1.0195 0.7415 0.2376
C: 1.2399 1.7776 0.4780
H: 2.2557 1.5976 2.1631
H: -0.7826 -0.6124 1.8467
H: -2.7257 -1.3561 0.9629
H: -2.7760 0.9712 -0.9679
H: 1.9836 0.4888 -2.7032
H: 1.0271 1.9614 -1.8341
H: 0.8541 -1.4123 -1.2617
H: -3.7140 0.1518 1.0361
H: 3.3084 -1.0501 -2.6788
H: -1.9699 -0.7796 -1.0746
H: -1.4500 0.8218 2.5208
H: 2.1071 -1.9085 1.6929
H: 3.3060 0.3906 -1.4665
H: 0.6371 0.9152 2.1498

=====

Computed, not measured: an isolated molecule of C8H14N2O5, with ωB97M-V with the def2-TZVPD basis set.

As for the lowest unoccupied orbital energy: 0.37 eV. As for the orbital gap: 10.05 eV. The spin multiplicity is 1. Its SMILES is C[C@H](NC(=O)[C@@H](N)CCC(=O)O)C(=O)O. The energy above the lowest of the compared OMol25 structures with the same formula, charge and spin comes out at 10.01 kcal/mol.

CARTESIAN COORDINATES (ANGSTROEM)
O: 2.7160 -0.2012 0.0872
O: 2.7294 -1.5811 -1.6398
O: 0.4129 3.0189 2.6410
O: 0.9375 1.0707 1.6620
O: -1.5983 -0.6351 -2.6552
N: -1.1885 1.9004 -1.7850
N: -0.2176 -1.6534 -1.1964
C: 2.1840 -1.1692 -0.6687
C: -1.6142 0.7955 0.3672
C: -0.8860 -0.5376 -1.6693
C: 0.9621 -3.1149 0.3474
C: 0.8108 -1.7163 -0.1521
C: -1.2752 1.9898 1.2929
C: -0.7728 0.7923 -0.9200
C: 0.1731 1.9413 1.8188
H: -2.0782 1.5737 -2.1995
H: -0.4436 -2.4931 -1.7294
H: 0.5634 -0.9984 0.6417
H: -1.4321 -0.1328 0.9266
H: -0.5101 1.9336 -2.5668
H: 0.0202 -3.4589 0.7671
H: -1.9916 2.0490 2.1170
H: 1.2893 -3.6721 -0.5222
H: 1.2651 2.7837 3.0273
H: 1.9679 0.0624 0.6632
H: -1.3674 2.9205 0.7390
H: 1.7341 -3.1762 1.1192
H: 0.2977 0.8670 -0.6377
H: -2.6878 0.8416 0.1245